{"formula": "C5H13N", "method": "the ωB97M-V functional and the def2-TZVPD basis", "lumo_ev": 1.161, "max_force_ev_per_a": 5.05, "charge": 0, "gap_ha": 0.3525, "relative_energy_kcal_mol": 39.9, "energy_ha": -252.99942, "smiles": "CCNC(C)C", "symbols": ["C", "C", "N", "C", "C", "C", "H", "H", "H", "H", "H", "H", "H", "H", "H", "H", "H", "H", "H"], "coordinates": [[2.63853, 0.84587, 0.37509], [1.67713, -0.30219, -0.14280], [0.29357, 0.39920, -0.26782], [-1.00635, -0.43968, -0.27284], [-1.37415, -0.70446, 1.22411], [-2.16795, 0.13301, -1.09790], [3.71013, 0.47815, 0.38961], [2.44029, 1.83803, -0.08485], [2.30495, 1.07027, 1.42097], [1.64802, -1.10690, 0.49471], [1.98328, -0.64390, -1.12888], [0.38253, 1.10280, -1.02584], [-0.72965, -1.42565, -0.72526], [-0.51629, -0.68904, 1.93699], [-2.02061, -1.64723, 1.23275], [-2.01958, 0.26911, 1.52997], [-3.13304, -0.50715, -0.91226], [-1.98611, 0.19025, -2.19087], [-2.12471, 1.13950, -0.75486]], "atomic_forces_ev_per_a": [[-0.586, -1.021, 1.114], [-1.317, 4.499, -1.878], [-0.088, -0.455, -0.195], [2.773, -1.458, -0.050], [-2.034, 1.910, -0.441], [0.009, -1.389, 0.135], [-1.144, 0.855, -0.197], [0.567, -0.913, -0.444], [0.523, -0.464, -0.582], [-0.266, -1.733, 1.689], [0.171, -0.183, -0.136], [-0.423, -0.974, 0.566], [-0.153, 0.425, 0.306], [-0.575, -0.468, -0.841], [0.871, 1.329, 0.550], [1.158, -2.367, -0.378], [1.715, 1.696, -0.149], [0.114, -0.417, 0.618], [-1.314, 1.126, 0.312]], "lowdin_charge": [-0.11, -0.23, -0.07, -0.48, -0.09, -0.09, 0.08, 0.06, 0.07, 0.06, 0.09, 0.10, 0.12, 0.06, 0.08, 0.11, 0.12, 0.07, 0.05]}